{
  "formula": "C40H44BrKN4O10P2S4",
  "method": "ωB97M-V with the def2-TZVPD basis set",
  "lumo_energy_ev": 3.7,
  "total_charge": -2,
  "total_energy_ha": -7971.8547,
  "relative_energy_kcal_mol": 105.4,
  "homo_energy_ev": -1.5,
  "molar_mass_da": 1050.028,
  "orbital_gap_ev": 5.2,
  "symbols": ["K", "O", "S", "C", "C", "C", "C", "S", "O", "C", "C", "C", "C", "C", "C", "C", "C", "C", "C", "C", "C", "H", "H", "H", "H", "H", "H", "H", "H", "H", "H", "H", "H", "H", "H", "H", "H", "H", "H", "S", "C", "N", "C", "C", "N", "C", "C", "C", "C", "C", "C", "C", "C", "S", "C", "C", "C", "C", "C", "C", "C", "H", "H", "H", "H", "H", "H", "H", "H", "H", "H", "H", "H", "H", "H", "H", "H", "H", "H", "O", "P", "O", "O", "O", "P", "O", "O", "O", "H", "H", "N", "C", "O", "C", "C", "C", "C", "N", "C", "H", "H", "H", "H", "H", "H", "Br"],
  "xyz": [[-0.08541, -0.63841, 2.52693], [-0.90425, 1.48244, 2.68713], [-0.95306, 1.87270, 4.10935], [-2.03320, 3.45459, 4.14116], [-3.03605, 3.66715, 3.00335], [-2.45755, 4.40721, 1.79724], [-3.47204, 4.56081, 0.66082], [-3.51606, 3.14753, -0.54348], [-3.15895, 1.93176, 0.19000], [-2.12023, 3.80751, -1.49445], [-2.45768, 4.46078, -2.67132], [-1.46861, 5.03894, -3.45027], [-0.14716, 4.98170, -3.03094], [0.18091, 4.32325, -1.85434], [-0.80132, 3.71549, -1.08711], [-2.28836, 0.93856, 4.88075], [-2.46767, 1.11384, 6.24560], [-3.43022, 0.38128, 6.91651], [-4.20389, -0.53813, 6.22008], [-4.02601, -0.70206, 4.85545], [-3.07056, 0.04023, 4.17422], [-1.32632, 4.28782, 4.18789], [-2.56079, 3.39259, 5.09174], [-3.88102, 4.24862, 3.39049], [-3.41928, 2.70111, 2.66570], [-1.57764, 3.85977, 1.46486], [-2.12914, 5.40479, 2.10575], [-3.26631, 5.43694, 0.04506], [-4.48872, 4.63531, 1.05602], [-3.49651, 4.49443, -2.98194], [-1.72554, 5.52095, -4.38589], [0.63023, 5.43807, -3.63221], [1.21117, 4.27120, -1.53277], [-0.54149, 3.13254, -0.21272], [-1.82189, 1.80479, 6.77697], [-3.55950, 0.50546, 7.98490], [-4.92883, -1.14262, 6.75211], [-4.61924, -1.43005, 4.31666], [-2.91886, -0.08967, 3.10796], [0.39820, -2.57692, 0.17566], [0.49389, -2.61744, -1.49849], [0.70643, -3.88353, -2.15917], [1.00154, -3.79035, -3.55953], [-0.06357, -2.94930, -4.22448], [-0.04423, -1.62586, -3.64633], [-0.76906, -0.61918, -4.40337], [0.09728, 0.01809, -5.45959], [1.23577, 0.72340, -5.06851], [2.07289, 1.28583, -6.01728], [1.79019, 1.15618, -7.37276], [0.65618, 0.46547, -7.76947], [-0.18466, -0.09649, -6.81609], [0.16016, -1.48132, -2.27553], [0.11435, 0.07477, -1.61810], [1.48985, -4.90138, -1.48023], [0.91152, -6.26244, -1.77903], [1.60463, -7.20988, -2.52213], [1.01468, -8.42558, -2.85105], [-0.27682, -8.70224, -2.43373], [-0.97531, -7.75861, -1.68813], [-0.38827, -6.54723, -1.36290], [1.00250, -4.79729, -3.98534], [1.98875, -3.32629, -3.74658], [-1.04052, -3.43578, -4.08941], [0.13933, -2.85998, -5.29676], [-1.07644, 0.14127, -3.68144], [-1.65746, -1.07508, -4.85764], [1.43738, 0.83597, -4.00863], [2.95516, 1.82840, -5.69849], [2.45479, 1.58611, -8.11301], [0.42957, 0.35556, -8.82390], [-1.07697, -0.62643, -7.13306], [1.43010, -4.69624, -0.41236], [2.54935, -4.85436, -1.78411], [2.61758, -6.99772, -2.84764], [1.56123, -9.14903, -3.44547], [-0.74273, -9.64546, -2.69466], [-1.98821, -7.96235, -1.36248], [-0.93489, -5.80950, -0.78602], [2.86397, -3.68152, 4.22290], [1.63789, -2.60776, 4.00862], [0.37031, -3.26516, 4.40015], [1.80206, -1.96577, 2.68039], [2.11590, -1.54096, 5.18406], [1.25599, -0.19562, 5.44677], [0.87587, -0.44894, 7.03121], [2.11873, 1.00459, 5.33843], [-0.03944, -0.23914, 4.69242], [2.54067, -4.24586, 4.93898], [1.70015, -0.73881, 7.44415], [4.82563, 4.90204, 1.33645], [3.53981, 4.44820, 1.53129], [2.64949, 5.22631, 1.81868], [3.33885, 2.99142, 1.32664], [4.21775, 2.19558, 0.59039], [3.94809, 0.84816, 0.45351], [2.78714, 0.33812, 1.02563], [1.93602, 1.09287, 1.70679], [2.20815, 2.37600, 1.86433], [5.00249, 5.85566, 1.59871], [5.59689, 4.26157, 1.38195], [5.08308, 2.62624, 0.09937], [4.61634, 0.20207, -0.09923], [2.53960, -0.71341, 0.95264], [1.50139, 2.95855, 2.44543], [-1.78997, -3.39136, 0.69921]],
  "atomic_forces_ev_per_a": [[-1.11, -1.31, -3.07], [-0.60, 1.44, -0.48], [-1.56, 1.71, 0.76], [0.34, -0.09, -0.16], [0.15, -0.27, 0.02], [-0.07, -0.25, 0.05], [-0.08, -0.19, -0.08], [0.06, 1.09, 0.00], [0.27, -0.48, 0.26], [-0.23, -0.19, -0.06], [-0.09, -0.06, -0.02], [0.04, 0.08, -0.02], [0.00, 0.03, -0.02], [0.08, -0.02, 0.02], [0.07, -0.27, 0.01], [-0.12, -0.10, 0.14], [0.05, 0.01, -0.02], [0.03, 0.01, -0.02], [-0.06, -0.04, 0.04], [-0.06, -0.04, -0.02], [0.18, 0.18, -0.06], [0.04, 0.00, 0.01], [0.12, 0.12, 0.06], [-0.05, -0.08, 0.01], [-0.05, -0.02, 0.01], [0.07, 0.04, -0.06], [0.05, -0.03, -0.03], [-0.10, 0.04, 0.02], [0.01, 0.03, 0.02], [0.01, -0.01, -0.02], [0.00, 0.02, 0.02], [0.00, -0.03, 0.02], [0.07, -0.06, 0.02], [0.02, -0.02, 0.03], [0.01, -0.06, 0.07], [0.02, -0.01, 0.00], [-0.03, 0.01, -0.04], [0.01, 0.00, -0.02], [0.01, 0.02, 0.02], [0.66, -0.21, -1.20], [0.41, -0.46, 0.78], [-0.27, -0.08, 0.09], [-0.06, 0.05, -0.07], [0.12, -0.13, -0.01], [-0.24, -0.16, 0.41], [0.19, 0.12, 0.13], [0.01, -0.07, -0.12], [0.03, 0.06, 0.01], [0.01, 0.02, 0.00], [0.00, -0.03, -0.03], [0.03, 0.04, -0.07], [-0.05, 0.01, 0.05], [0.05, 0.67, -0.43], [-0.20, 0.28, 0.12], [-0.16, 0.17, -0.08], [0.10, 0.05, -0.13], [-0.02, -0.01, 0.08], [0.00, -0.06, -0.01], [-0.01, -0.04, -0.07], [-0.01, 0.04, 0.04], [-0.03, -0.10, 0.01], [0.03, 0.02, -0.03], [0.03, -0.06, -0.03], [0.00, 0.04, -0.05], [-0.01, 0.01, 0.01], [-0.10, -0.02, -0.09], [0.03, -0.01, 0.00], [0.00, -0.10, 0.03], [-0.01, 0.01, 0.00], [-0.01, 0.01, 0.00], [-0.02, 0.01, 0.01], [0.02, -0.05, 0.03], [0.07, -0.06, 0.02], [0.01, -0.03, 0.05], [-0.01, 0.05, -0.02], [0.01, -0.01, 0.03], [0.00, 0.00, 0.01], [0.01, -0.03, 0.02], [0.02, 0.07, -0.02], [-0.27, 0.07, 0.13], [0.79, -0.91, 0.50], [-0.04, 0.03, 0.05], [1.27, -0.57, 0.25], [-0.38, 0.09, -0.49], [0.26, 0.33, 0.98], [0.20, -0.06, -0.23], [0.09, -0.05, -0.07], [0.55, -0.08, 2.08], [0.15, -0.04, -0.19], [-0.21, 0.09, 0.09], [0.07, -0.02, -0.08], [0.11, 0.14, -0.02], [-0.06, -0.06, 0.00], [-0.10, -0.17, -0.12], [-0.08, 0.01, 0.08], [0.03, 0.10, -0.04], [0.21, -0.04, -0.11], [-0.01, -0.06, 0.09], [0.04, 0.21, -0.02], [-0.06, 0.02, 0.05], [-0.02, -0.03, 0.06], [0.03, 0.00, 0.03], [-0.05, -0.03, -0.03], [-0.01, 0.00, -0.01], [0.03, -0.01, -0.01], [-0.69, -0.15, 0.12]]
}